(1)
A molecular structure, C43H60IrN8P2SSi2, computed with ωB97M-V/def2-TZVPD.

Atoms and positions in Å:
Ir (0.8715, -0.2191, 0.0343)
C (0.3969, 1.8032, -5.6343)
Si (1.5964, 1.2237, -4.3277)
C (2.1119, -0.5468, -4.7462)
C (3.1340, 2.2969, -4.3751)
N (0.8404, 1.1950, -2.8083)
P (0.5980, 1.6529, -1.3472)
C (-0.3098, 0.2250, 1.5561)
P (-2.0268, -0.2974, 1.9136)
N (-2.3985, -1.4182, 0.9114)
Si (-3.7392, -2.5057, 0.8998)
C (-4.8306, -2.3229, 2.4132)
C (-4.7388, -2.2430, -0.6719)
C (-3.1111, -4.2789, 0.9012)
C (-1.9307, -0.9101, 3.6299)
C (-2.2775, -0.2014, 4.7761)
C (-2.1396, -0.7840, 6.0311)
C (-1.6557, -2.0776, 6.1553)
C (-1.3212, -2.8016, 5.0159)
C (-1.4626, -2.2208, 3.7655)
C (-3.0338, 1.1932, 1.9493)
C (-2.6775, 2.2938, 2.7294)
C (-3.5686, 3.3378, 2.9115)
C (-4.8103, 3.3042, 2.2890)
C (-5.1485, 2.2409, 1.4652)
C (-4.2639, 1.1844, 1.2988)
C (-1.0047, 2.4943, -1.2239)
C (-1.2716, 3.4255, -0.2230)
C (-2.4555, 4.1449, -0.2380)
C (-3.3892, 3.9312, -1.2424)
C (-3.1328, 3.0036, -2.2425)
C (-1.9390, 2.2980, -2.2394)
C (1.7310, 2.9284, -0.7059)
C (2.3507, 2.8679, 0.5380)
C (3.1668, 3.9032, 0.9745)
C (3.3707, 5.0083, 0.1610)
C (2.7552, 5.0807, -1.0832)
C (1.9370, 4.0485, -1.5127)
H (0.8529, 1.8580, -6.6265)
H (-0.4596, 1.1252, -5.7021)
H (0.0095, 2.7966, -5.3887)
H (2.1412, -0.6813, -5.8319)
H (3.1111, -0.8050, -4.3797)
H (1.4016, -1.2881, -4.3581)
H (3.6429, 2.1664, -5.3351)
H (2.8949, 3.3587, -4.2767)
H (3.8550, 2.0514, -3.5897)
H (-5.0570, -1.2801, 2.6512)
H (-5.7835, -2.8360, 2.2566)
H (-4.3612, -2.7656, 3.2969)
H (-4.4647, -2.9694, -1.4429)
H (-5.8116, -2.3595, -0.4953)
H (-4.5770, -1.2441, -1.0874)
H (-2.3657, -4.4503, 1.6859)
H (-3.9348, -4.9748, 1.0878)
H (-2.6773, -4.5536, -0.0643)
H (-2.6858, 0.7961, 4.7045)
H (-2.4300, -0.2278, 6.9132)
H (-1.5667, -2.5316, 7.1340)
H (-0.9855, -3.8285, 5.1060)
H (-1.2540, -2.7976, 2.8679)
H (-1.7018, 2.3371, 3.2048)
H (-3.2945, 4.1817, 3.5324)
H (-5.5097, 4.1181, 2.4370)
H (-6.1061, 2.2269, 0.9604)
H (-4.5306, 0.3485, 0.6633)
H (-0.5438, 3.6126, 0.5595)
H (-2.6468, 4.8827, 0.5314)
H (-4.3085, 4.5031, -1.2576)
H (-3.8483, 2.8530, -3.0417)
H (-1.7050, 1.6419, -3.0710)
H (2.2173, 2.0041, 1.1807)
H (3.6436, 3.8486, 1.9455)
H (4.0076, 5.8166, 0.4968)
H (2.9099, 5.9464, -1.7149)
H (1.4425, 4.1146, -2.4760)
C (0.6924, -4.5119, 1.1033)
C (0.6063, -3.1407, 0.5282)
N (1.0366, -2.1035, 1.1219)
N (1.5591, -2.1979, 2.3881)
C (1.5763, -1.1362, 3.2037)
N (2.2459, -1.2365, 4.3351)
S (0.8217, 0.4034, 2.9064)
C (-0.0346, -2.8380, -0.7666)
C (-0.5721, -3.8189, -1.5696)
C (-1.3012, -3.4635, -2.6994)
C (-1.4795, -2.1273, -2.9690)
C (-0.8835, -1.1798, -2.1492)
N (-0.1514, -1.5224, -1.0922)
H (1.7026, -4.9145, 0.9842)
H (-0.0013, -5.1966, 0.6276)
H (0.4427, -4.4938, 2.1661)
H (1.9543, -3.0772, 2.6920)
H (2.7315, -2.0767, 4.6122)
H (2.1696, -0.5028, 5.0254)
H (-0.4445, -4.8602, -1.3147)
H (-1.7310, -4.2266, -3.3346)
H (-2.0606, -1.7895, -3.8163)
H (-0.9324, -0.1278, -2.3775)
C (5.2322, -1.5353, -0.0431)
C (4.9809, -0.3872, -1.0191)
C (5.2171, -0.8461, -2.4574)
C (5.8853, 0.7929, -0.6807)
N (3.6046, 0.1177, -0.7891)
N (2.5511, -0.7492, -1.2275)
H (6.2748, -1.8516, -0.0943)
H (4.6326, -2.4232, -0.2807)
H (5.0145, -1.2180, 0.9793)
H (6.2610, -1.1372, -2.5860)
H (5.0071, -0.0429, -3.1655)
H (4.6072, -1.7143, -2.7240)
H (6.9318, 0.4978, -0.7536)
H (5.6914, 1.1510, 0.3317)
H (5.7214, 1.6204, -1.3762)
H (3.4598, 1.0095, -1.2558)
H (2.8563, -1.6919, -1.0013)
H (2.3808, -0.7060, -2.2367)

As for the expectation value of S²: 0.76. The spin multiplicity is 2. The net charge is +2. Its HOMO-LUMO gap (spin up / spin down) is 6.30 / 6.31 eV. Its HOMO energy (spin up / spin down) is -12.76 / -12.75 eV.



(2)
10 unconnected molecules or ions with the total composition C43H61Br2N5O4 in a non-equilibrium geometry, computed with ωB97M-V/def2-TZVPD.

Atoms and positions in Å:
C (10.4654, -1.8289, 5.9409)
C (9.1433, -1.5920, 5.8552)
C (8.7667, -0.6751, 4.8433)
N (9.6664, 0.0384, 4.1240)
C (10.9988, -0.0863, 4.4011)
C (11.4890, -1.0880, 5.2731)
H (10.7187, -2.7257, 6.4868)
H (8.4558, -2.2349, 6.3848)
H (7.7444, -0.3455, 4.7313)
H (11.7084, 0.5046, 3.8410)
H (12.5491, -1.2812, 5.3448)
C (2.3783, 1.2186, -0.3363)
C (1.9896, -0.0487, -0.7656)
C (0.7739, -0.1599, -1.5056)
N (0.1248, 0.9461, -1.8224)
C (0.4468, 2.1673, -1.3484)
C (1.6044, 2.3194, -0.5770)
H (3.2783, 1.4097, 0.2292)
H (2.6086, -0.9085, -0.5557)
H (0.5163, -1.1192, -1.9296)
H (-0.1731, 2.9773, -1.7035)
H (1.7507, 3.3126, -0.1788)
C (-6.5163, -1.9937, 4.1677)
C (-5.6267, -1.8042, 3.0939)
C (-6.1264, -1.1752, 1.9262)
N (-7.4396, -0.8382, 1.7703)
C (-8.2597, -1.1367, 2.8217)
C (-7.8535, -1.7472, 3.9767)
H (-6.0748, -2.2935, 5.1066)
H (-4.5830, -2.0745, 3.1584)
H (-5.4496, -0.8648, 1.1440)
H (-9.2947, -0.8585, 2.6884)
H (-8.5033, -1.7572, 4.8394)
C (7.9850, 7.7172, 1.1285)
C (8.5295, 8.6095, 2.1164)
C (9.0249, 9.8397, 1.6660)
N (9.1352, 10.1667, 0.3296)
C (8.7672, 9.2764, -0.5664)
C (8.2001, 8.0220, -0.1854)
H (7.6033, 6.7458, 1.4061)
H (8.5189, 8.4046, 3.1767)
H (9.4673, 10.5558, 2.3426)
H (9.0814, 9.6167, -1.5421)
H (7.9149, 7.2870, -0.9234)
C (1.4126, 4.4537, 5.6101)
C (2.6478, 4.3188, 6.2874)
C (2.8708, 3.1599, 6.9690)
N (2.0540, 2.1051, 6.9647)
C (0.8829, 2.2862, 6.3465)
C (0.5232, 3.3629, 5.5597)
H (1.1609, 5.3370, 5.0418)
H (3.3171, 5.1658, 6.3193)
H (3.8087, 3.0421, 7.4915)
H (0.0865, 1.5577, 6.3830)
H (-0.4207, 3.4180, 5.0377)
C (3.0632, -2.6521, -7.7668)
C (4.0759, -2.9837, -8.8336)
C (3.4168, -4.1107, -9.5819)
O (2.7606, -4.8264, -8.4589)
C (2.2768, -3.9593, -7.4701)
H (2.3110, -1.9722, -8.1668)
H (3.4135, -2.2526, -6.8150)
H (4.9845, -3.4011, -8.3996)
H (4.2093, -2.0958, -9.4516)
H (4.1658, -4.7200, -10.0876)
H (2.6570, -3.8102, -10.3034)
H (2.5502, -4.2865, -6.4669)
H (1.1936, -3.8382, -7.4649)
C (-6.7224, -6.3263, -4.6229)
C (-7.1374, -7.3248, -5.6023)
C (-6.7244, -6.7323, -6.9694)
O (-5.5287, -5.9753, -6.7085)
C (-5.4185, -5.8528, -5.2129)
H (-6.5132, -6.7264, -3.6308)
H (-7.4207, -5.4955, -4.5228)
H (-8.2191, -7.4590, -5.6108)
H (-6.4762, -8.1837, -5.4878)
H (-7.4617, -6.0314, -7.3607)
H (-6.3872, -7.5514, -7.6047)
H (-5.1378, -4.8309, -4.9577)
H (-4.6152, -6.4942, -4.8504)
C (-4.2147, 8.0762, 4.6118)
C (-4.3658, 7.8454, 3.1442)
C (-4.8090, 9.1291, 2.5815)
O (-5.1854, 9.9883, 3.6221)
C (-5.2790, 9.1900, 4.8285)
H (-3.2200, 8.4555, 4.8462)
H (-4.3780, 7.2162, 5.2613)
H (-5.1523, 7.0948, 3.0653)
H (-3.4658, 7.3927, 2.7280)
H (-5.6765, 9.0032, 1.9337)
H (-3.9574, 9.5398, 2.0390)
H (-6.2662, 8.7742, 5.0304)
H (-5.0246, 9.9688, 5.5474)
C (2.0200, -10.1303, 0.5413)
C (1.0268, -9.2820, -0.2215)
C (-0.3252, -9.6917, 0.4876)
O (0.1391, -10.0325, 1.8242)
C (1.5400, -10.1399, 1.9848)
H (3.0560, -9.7919, 0.5249)
H (1.9470, -11.1655, 0.2079)
H (1.0122, -9.5775, -1.2706)
H (1.2028, -8.2074, -0.2708)
H (-0.7888, -10.5395, -0.0168)
H (-1.0769, -8.9077, 0.5797)
H (1.7878, -11.0884, 2.4613)
H (1.7033, -9.2365, 2.5725)
Br (-7.1273, 4.1702, -4.3463)
C (-8.6995, 3.0878, -4.8713)
C (-9.7180, 3.3820, -3.8316)
Br (-10.6072, 5.1133, -4.2298)
H (-8.3823, 2.0457, -4.9109)
H (-9.0492, 3.4796, -5.8265)
H (-9.3576, 3.4290, -2.8040)
H (-10.4725, 2.5960, -3.7998)

The SMILES is c1ccncc1.c1ccncc1.c1ccncc1.c1ccncc1.c1ccncc1.C1CCOC1.C1CCOC1.C1CCOC1.C1CCOC1.BrCCBr. Its HOMO-LUMO gap is 9.76 eV. Its HOMO energy is -9.44 eV.